A cluster of 9 separate species, C32H64Br4O21 in total in a non-equilibrium geometry, computed with ωB97M-V/def2-TZVPD.

Results
Kohn-Sham gap (hartree): 0.3755
ΔE to the lowest compared entry with this formula, charge and spin (kJ/mol): 50.9
Structure (SMILES): CCOC(=O)OC.CCOC(=O)OC.CCOC(=O)OC.CCOC(=O)OC.CCOC(=O)OC.CCOC(=O)OC.CCOC(=O)OC.BrCCBr.BrCCBr
E_HOMO (eV): -9.86

Last column: Löwdin charge in e.
Geometry (Å):
C 11.12092 12.40238 18.21482  -0.03
C 12.57189 11.88220 18.15322  -0.18
O 12.96394 11.69510 16.79834  -0.03
C 14.10130 11.04203 16.59251  -0.62
O 14.87603 10.62610 17.48125  0.06
O 14.31627 11.04712 15.27325  -0.08
C 15.52118 10.37658 14.82488  -0.02
H 10.78602 12.60130 19.23719  0.06
H 10.34342 11.72562 17.76886  0.10
H 11.05214 13.35065 17.66938  0.06
H 12.68846 10.88347 18.55970  0.13
H 13.30546 12.59608 18.54728  0.11
H 15.22116 9.73496 13.98272  0.10
H 15.94920 9.80912 15.68575  0.10
H 16.21707 11.15727 14.53444  0.08
C 7.75593 19.42302 22.22925  -0.08
C 9.23028 19.56744 22.20046  -0.23
O 9.58852 19.86109 20.84433  0.02
C 10.89888 20.11090 20.61309  -0.59
O 11.76453 20.03785 21.44257  0.13
O 11.02189 20.43212 19.32745  -0.01
C 12.31988 20.88528 18.88648  -0.01
H 7.46902 18.47295 21.72945  0.08
H 7.28518 20.27306 21.82021  0.05
H 7.35750 19.37949 23.28337  0.11
H 9.85925 18.75190 22.65430  0.15
H 9.32466 20.46522 22.83007  0.13
H 13.10916 20.23874 19.27463  0.08
H 12.49144 21.95777 19.21103  0.12
H 12.38269 20.79720 17.78181  0.09
C 11.47218 20.29352 10.44016  -0.02
C 11.36635 20.14297 11.99993  -0.20
O 12.26186 19.24990 12.59434  0.03
C 13.39576 19.69258 13.05596  -0.56
O 13.80331 20.85407 13.06505  0.10
O 14.07458 18.72309 13.77251  -0.03
C 15.24866 19.19118 14.48114  -0.04
H 11.31119 19.30889 10.01818  0.08
H 12.43108 20.73251 10.13502  0.09
H 10.66264 20.90038 10.14827  0.06
H 10.50066 19.58929 12.32411  0.10
H 11.44596 21.11633 12.45223  0.12
H 15.92833 19.70265 13.77468  0.11
H 15.73147 18.26757 14.74924  0.05
H 15.13806 19.86890 15.27449  0.07
C 6.34082 18.05379 13.59430  -0.04
C 7.77639 18.39532 14.15133  -0.16
O 8.83682 17.73236 13.34935  -0.01
C 9.44662 16.62607 13.81674  -0.61
O 9.33792 16.14791 14.88791  0.16
O 10.23084 16.21186 12.79782  -0.01
C 11.17355 15.25629 13.09697  -0.07
H 5.59043 18.66473 14.11357  0.07
H 6.14299 16.98386 13.78286  0.09
H 6.30057 18.38485 12.54446  0.08
H 7.82182 18.05515 15.14267  0.08
H 8.03554 19.48803 14.07268  0.14
H 10.80338 14.59231 13.87494  0.10
H 12.07550 15.81942 13.29606  0.09
H 11.38229 14.62835 12.21800  0.10
C 14.08559 17.72791 21.65930  -0.05
C 14.09310 16.17847 21.72678  -0.14
O 15.21472 15.72226 20.85781  0.00
C 15.22401 14.41360 20.51668  -0.62
O 14.44133 13.53162 20.80721  0.10
O 16.30498 14.20337 19.80983  -0.02
C 16.51400 12.84335 19.34528  0.01
H 15.08658 18.15785 21.54401  0.08
H 13.61742 18.09157 22.56372  0.08
H 13.45891 18.02809 20.81536  0.03
H 13.13436 15.84976 21.43342  0.07
H 14.31420 15.75830 22.69308  0.12
H 16.12597 12.79326 18.29638  0.09
H 16.01492 12.19874 20.00570  0.08
H 17.57860 12.71067 19.34511  0.09
C 7.11308 15.59582 19.76246  -0.07
C 8.53886 15.68257 19.96322  -0.20
O 8.97177 14.39117 20.57379  0.07
C 10.11484 14.45616 21.20216  -0.64
O 10.80379 15.48192 21.40189  0.05
O 10.48269 13.28165 21.59476  0.02
C 11.61206 13.34341 22.51177  0.00
H 6.53602 16.02162 20.60953  0.09
H 6.70552 14.60727 19.62428  0.08
H 6.83787 16.26162 18.93401  0.09
H 8.89096 16.47725 20.64334  0.12
H 9.16169 16.00564 19.05553  0.10
H 11.35446 13.99021 23.33359  0.10
H 12.45808 13.79037 22.04210  0.04
H 11.90032 12.29004 22.79303  0.12
C 11.68301 15.90511 18.24446  -0.03
C 11.82457 17.33025 18.73766  -0.18
O 11.45683 18.15884 17.64172  0.01
C 10.19031 18.41992 17.44221  -0.62
O 9.29922 18.04068 18.22504  0.08
O 9.91520 19.02144 16.34656  0.03
C 10.91157 19.19734 15.32063  0.02
H 12.20574 15.78287 17.28124  0.09
H 10.65206 15.59216 18.14832  0.06
H 12.11368 15.18360 18.89313  0.06
H 12.87241 17.55650 18.91937  0.06
H 11.26718 17.53895 19.59799  0.10
H 11.43658 20.16082 15.43595  0.12
H 10.44024 19.10562 14.37946  0.05
H 11.63208 18.38057 15.44995  0.11
Br 14.63411 14.13140 15.57764  0.78
C 15.03365 16.01642 16.07735  -0.66
C 15.38137 15.98172 17.48066  -0.67
Br 15.58543 17.85196 18.11656  0.70
H 14.05428 16.46461 15.84768  0.04
H 15.82818 16.32066 15.36919  0.06
H 16.38046 15.57128 17.63511  0.06
H 14.68343 15.52351 18.17790  0.04
Br 6.32195 22.01988 16.99991  0.62
C 6.99158 20.29827 17.54641  -0.70
C 6.71480 19.99280 19.03292  -0.65
Br 4.77010 19.80201 19.47871  0.54
H 8.00390 20.20764 17.45207  0.00
H 6.37705 19.55943 17.00645  0.05
H 7.12058 20.74070 19.71259  0.04
H 7.13824 18.98431 19.27341  0.04

Cartesian forces, eV/Å:
-0.183 -0.181 -0.617
-0.487 -0.094 0.195
-0.110 -0.343 -1.266
1.581 0.204 1.877
-2.004 0.727 -2.315
0.264 -0.676 0.241
-0.210 -0.299 0.846
0.379 -0.149 -0.043
1.020 0.316 0.286
0.033 -0.182 0.033
-0.061 0.196 0.925
-0.387 -0.248 0.555
0.300 0.275 0.376
-0.331 0.284 -0.885
0.118 -0.062 -0.236
-0.886 -2.705 1.239
0.664 0.838 1.360
0.816 0.064 -0.248
-0.910 -0.256 0.564
0.189 0.157 -0.264
0.356 0.337 -0.503
0.436 0.694 -0.005
-0.314 0.721 0.103
-0.530 0.815 -0.827
0.666 -0.166 -0.895
-0.781 0.620 -0.725
1.110 -0.047 -0.276
-0.104 0.135 0.248
-0.223 -1.302 -0.362
-0.513 0.167 0.739
0.873 -1.202 2.032
-0.700 0.437 -1.496
1.925 -1.612 0.077
2.393 2.006 2.399
-0.938 -1.665 -0.701
-1.111 0.872 -0.587
1.056 -0.723 -2.755
0.239 -0.135 -0.342
-0.320 -0.179 0.107
-0.902 0.927 -0.475
-1.263 0.685 -0.623
-0.023 0.321 0.398
-0.380 -0.231 0.126
0.112 -0.028 0.514
-0.989 0.600 1.228
1.463 0.715 0.169
-0.504 0.338 -1.925
-0.963 0.321 0.345
0.028 1.345 -2.285
-0.096 -0.808 1.646
-1.877 1.205 -0.224
1.080 -1.376 -0.230
0.261 -0.216 0.145
-0.031 0.529 -0.485
-0.105 -0.686 0.231
0.442 -0.298 1.408
-0.435 -1.112 0.150
0.473 0.125 0.355
0.553 -0.423 0.674
-0.313 0.374 0.067
0.063 -1.104 -0.141
1.899 1.272 -0.341
-1.426 -0.821 -0.011
-0.302 0.174 0.763
-0.356 0.999 0.206
1.071 -0.055 -0.616
-0.141 1.547 -1.574
-0.195 -0.200 0.137
-0.087 0.276 0.166
0.260 0.133 0.236
-0.856 -0.853 -0.750
0.062 0.125 0.546
0.224 -0.255 0.973
-0.583 -1.107 0.547
0.442 -0.164 0.019
-2.672 1.517 0.134
3.357 0.551 0.171
-0.334 1.094 -1.003
1.633 3.012 0.079
-1.560 -1.513 -0.519
0.806 -1.498 1.139
0.166 -1.408 -0.007
0.401 -0.325 -0.147
0.213 -0.370 -0.418
-0.052 -0.407 -0.100
-0.636 -0.327 0.096
-1.139 -1.408 1.041
-0.227 -0.178 0.550
0.508 0.140 -0.592
-0.745 1.186 -0.203
0.190 0.048 -0.519
1.000 -1.202 -1.257
0.927 0.977 -0.604
-2.002 -2.475 3.338
1.330 1.072 -1.479
-0.574 1.484 -1.915
1.323 -0.361 1.430
-0.316 0.137 0.158
-0.159 0.177 -0.371
0.599 -0.509 0.969
-0.005 0.102 -0.060
-1.047 0.291 1.217
-0.349 -0.317 -0.037
-0.628 0.101 -0.706
-0.003 0.348 -0.371
0.208 0.183 -0.042
-1.275 -0.899 -2.244
1.373 0.796 1.752
-0.029 -0.115 -0.125
0.696 0.329 0.138
-0.549 -0.009 0.728
-0.293 -0.118 0.090
-0.135 0.030 -0.403
0.222 0.192 -0.055
-3.876 -0.873 1.817
-0.125 -0.720 -0.069
0.868 0.193 -0.281
2.571 -0.075 -0.873
0.787 0.296 -0.230
-0.125 -0.084 -0.168
-0.245 1.021 -0.271